Entry 1:
Entry from the Open Molecules 2025 dataset: a molecular structure, C26H39GeN7O2Sr (wB97M-V/def2-TZVPD).

Geometry as ORCA input:
```
! RIJCOSX wB97M-V def2-TZVPD def2/J DEFGRID3
* xyz 0 1
Sr 0.074 -0.974 -0.050
N 1.614 -1.816 -2.078
C 1.108 -3.162 -1.811
C -0.431 -3.248 -1.767
N -1.053 -3.329 -0.441
C -0.641 -4.467 0.373
C -0.108 -4.037 1.738
N 1.035 -3.124 1.577
C -2.499 -3.136 -0.522
C -3.051 -2.471 0.728
N -2.424 -1.165 0.849
H 2.618 -1.840 -2.198
H 1.198 -1.395 -2.899
H 1.536 -3.456 -0.858
H 1.471 -3.887 -2.544
H -0.737 -4.092 -2.400
H -0.856 -2.373 -2.237
H 0.145 -5.020 -0.152
H -1.474 -5.169 0.485
H 0.143 -4.925 2.325
H -0.882 -3.500 2.286
H 1.871 -3.670 1.396
H 1.206 -2.597 2.429
H -3.027 -4.065 -0.777
H -2.698 -2.451 -1.352
H -2.818 -3.061 1.614
H -4.141 -2.429 0.657
H -2.385 -0.808 1.800
H -2.914 -0.473 0.290
O -1.261 6.437 0.397
C -1.580 5.762 -0.594
O -2.059 6.091 -1.696
C -1.322 4.242 -0.452
C -1.622 3.383 -1.518
C -1.356 2.045 -1.397
N -0.778 1.493 -0.295
C -0.532 2.301 0.763
C -0.805 3.692 0.681
C 0.027 1.763 1.971
C 0.051 2.422 3.198
C 0.165 1.714 4.388
C -0.044 0.317 4.305
C 0.039 -0.301 3.099
N 0.588 0.419 1.968
C -1.640 1.163 -2.551
C -2.581 1.568 -3.512
C -2.757 0.844 -4.666
C -1.988 -0.301 -4.858
C -1.141 -0.668 -3.839
N -0.970 0.006 -2.690
H -2.015 3.852 -2.408
H -0.593 4.365 1.500
H -0.131 3.488 3.247
H 0.150 2.225 5.339
H -0.357 -0.248 5.177
H -0.296 -1.326 2.948
H -3.171 2.455 -3.340
H -3.476 1.165 -5.408
H -2.053 -0.895 -5.758
H -0.557 -1.576 -3.967
C 4.906 1.192 1.117
Ge 3.037 1.753 0.902
C 2.599 1.562 -1.004
C 2.848 3.589 1.504
C 2.071 0.426 2.015
H 5.569 1.872 0.580
H 5.066 0.185 0.729
H 5.193 1.202 2.170
H 3.126 2.339 -1.560
H 1.533 1.682 -1.200
H 2.934 0.595 -1.385
H 3.639 4.201 1.070
H 2.925 3.633 2.591
H 1.887 4.006 1.209
H 2.412 0.579 3.046
H 2.441 -0.575 1.726
*
```

Properties
**Lowest unoccupied orbital energy**: -0.67 eV
**E_HOMO**: -5.86 eV
**Gap between HOMO and LUMO**: 5.2 eV
**F_max**: 0.0222 Eh/bohr

These are the Löwdin partial charges, in e, on atoms 1 to 5:
1 Sr 1.432
2 N -0.056
3 C -0.261
4 C -0.225
5 N -0.272

***

Entry 2:
Entry from the Open Molecules 2025 dataset: a molecular structure, C26H39N5O2 (wB97M-V/def2-TZVPD).

Geometry as ORCA input:
```
! RIJCOSX wB97M-V def2-TZVPD def2/J DEFGRID3
* xyz 0 1
C 4.355 -1.416 4.262
H 4.906 -2.347 3.767
H 3.518 -1.336 3.488
H 3.992 -1.752 5.160
C 5.555 -0.274 4.274
N 4.736 0.989 4.994
C 5.269 2.364 4.555
C 4.805 2.428 3.102
C 3.310 2.762 3.160
N 2.496 1.678 3.450
C 1.249 1.193 3.091
O 0.852 1.865 2.186
C 0.926 0.019 3.294
H 1.045 -0.226 4.494
H 1.269 -0.895 2.768
C -0.786 0.051 3.485
C -1.278 -0.497 2.000
O -1.937 -1.581 2.092
N -1.093 0.008 0.987
C -1.414 0.010 -0.228
C -1.973 -1.176 -0.767
C -2.424 -1.183 -1.953
C -1.973 -0.298 -2.973
N -2.227 -0.205 -4.245
C -2.758 -1.601 -4.855
N -3.028 -1.371 -6.292
C -3.956 -1.914 -6.997
H -4.389 -3.091 -6.320
C -5.288 -1.017 -6.942
C -4.957 0.205 -7.816
C -3.758 0.708 -7.091
H -3.298 1.616 -7.735
H -4.058 1.149 -6.126
C -2.468 -0.091 -7.036
H -1.680 0.349 -6.456
H -2.384 -0.614 -7.890
H -5.681 0.678 -7.899
H -4.827 0.044 -8.726
H -6.109 -1.686 -7.488
H -5.692 -0.867 -5.832
H -3.804 -2.159 -7.951
C -3.419 -2.212 -3.820
C -3.022 -2.270 -2.628
C -3.507 -3.309 -1.836
H -2.697 -3.990 -1.195
H -4.318 -3.018 -1.223
H -4.140 -4.089 -2.504
H -3.877 -3.079 -4.635
C -1.136 0.684 -2.556
C -0.862 0.942 -1.062
H -0.311 1.692 -0.841
H -0.794 1.499 -3.265
H -2.484 -2.005 -0.226
H -0.514 1.095 1.171
H -1.228 -0.608 4.114
H -1.377 1.009 3.634
H 3.072 1.073 4.152
H 3.041 3.693 3.933
H 2.802 3.110 2.181
H 4.653 1.914 2.364
H 5.326 3.384 2.652
H 4.895 2.997 5.181
H 6.364 2.039 4.418
C 4.627 0.958 6.571
H 5.517 1.358 6.841
H 4.519 -0.140 6.677
C 3.368 1.674 6.904
H 3.185 2.614 6.709
H 3.393 1.639 8.120
H 2.133 1.350 6.656
H 6.066 -0.573 5.112
H 5.679 0.052 3.411
*
```

Properties
**Lowest unoccupied orbital energy**: -0.09 eV
**E_HOMO**: -6.64 eV
**Gap between HOMO and LUMO**: 6.6 eV
**F_max**: 0.3713 Eh/bohr

These are the Löwdin partial charges, in e, on atoms 1 to 5:
1 C -0.062
2 H 0.100
3 H 0.064
4 H 0.011
5 C -0.034

***

Entry 3:
Entry from the Open Molecules 2025 dataset: a molecular structure, C26H39N5S4V (wB97M-V/def2-TZVPD).

Geometry as ORCA input:
```
! RIJCOSX wB97M-V def2-TZVPD def2/J DEFGRID3
* xyz 3 3
V 0.037 -0.400 -0.148
C 1.426 -0.901 3.079
C 2.187 -1.903 2.231
S 2.338 -1.415 0.491
C 3.876 -0.421 0.422
C 4.062 0.659 1.473
S 2.709 1.840 1.331
C 2.785 2.739 2.901
C 1.621 3.721 2.974
S -0.015 3.048 2.568
C -0.232 1.803 3.863
C -1.024 0.605 3.371
S -0.144 -0.555 2.258
H 1.960 0.038 3.183
H 1.201 -1.320 4.061
H 1.687 -2.872 2.227
H 3.193 -2.064 2.620
H 3.875 0.000 -0.585
H 4.682 -1.153 0.469
H 5.025 1.138 1.293
H 4.094 0.236 2.479
H 3.724 3.289 2.964
H 2.766 2.030 3.731
H 1.758 4.530 2.255
H 1.586 4.180 3.961
H -0.802 2.236 4.687
H 0.733 1.506 4.270
H -1.905 0.916 2.811
H -1.354 -0.017 4.205
N 2.882 5.033 -4.285
C 2.484 4.162 -3.651
C 1.983 3.078 -2.859
C 1.206 3.332 -1.729
C 0.750 2.264 -0.993
N 0.990 0.982 -1.348
C 1.755 0.743 -2.431
C 2.270 1.757 -3.206
H 0.976 4.344 -1.427
H 0.162 2.420 -0.093
H 1.956 -0.292 -2.674
H 2.878 1.529 -4.070
C -5.957 1.769 -0.783
C -4.549 1.310 -0.616
C -4.202 0.367 0.361
C -2.899 -0.042 0.492
N -1.889 0.428 -0.281
C -2.228 1.316 -1.240
C -3.513 1.771 -1.427
H -6.345 2.152 0.163
H -6.593 0.927 -1.067
H -6.046 2.543 -1.541
H -4.957 -0.051 1.014
H -2.645 -0.796 1.226
H -1.438 1.664 -1.889
H -3.709 2.486 -2.215
C -1.537 -1.979 -2.069
C -1.895 -3.290 -2.827
N -1.143 -4.400 -2.279
C 0.266 -4.204 -2.562
C 0.727 -2.819 -2.028
N -0.351 -2.220 -1.161
C -0.759 -3.236 -0.133
C -1.351 -4.490 -0.846
H -2.375 -1.665 -1.454
H -1.278 -1.169 -2.755
H -1.674 -3.200 -3.890
H -2.962 -3.486 -2.726
H 0.431 -4.262 -3.637
H 0.842 -5.003 -2.096
H 0.902 -2.121 -2.847
H 1.636 -2.911 -1.441
H -1.494 -2.778 0.534
H 0.129 -3.485 0.451
H -2.417 -4.577 -0.643
H -0.867 -5.390 -0.467
*
```

Properties
**Lowest unoccupied orbital energy (spin up / spin down)**: -10.58 / -9.85 eV
**E_HOMO (spin up / spin down)**: -16.54 / -16.55 eV
**Gap between HOMO and LUMO (spin up / spin down)**: 6.0 / 6.7 eV
**F_max**: 0.0052 Eh/bohr
**⟨S²⟩**: 2.027

These are the Löwdin partial charges, in e, on atoms 1 to 5:
1 V 0.752
2 C -0.439
3 C -0.441
4 S 0.908
5 C -0.440

***

Repeat the second record exactly.
Entry from the Open Molecules 2025 dataset: a molecular structure, C26H39N5O2 (wB97M-V/def2-TZVPD).

Geometry as ORCA input:
```
! RIJCOSX wB97M-V def2-TZVPD def2/J DEFGRID3
* xyz 0 1
C 4.355 -1.416 4.262
H 4.906 -2.347 3.767
H 3.518 -1.336 3.488
H 3.992 -1.752 5.160
C 5.555 -0.274 4.274
N 4.736 0.989 4.994
C 5.269 2.364 4.555
C 4.805 2.428 3.102
C 3.310 2.762 3.160
N 2.496 1.678 3.450
C 1.249 1.193 3.091
O 0.852 1.865 2.186
C 0.926 0.019 3.294
H 1.045 -0.226 4.494
H 1.269 -0.895 2.768
C -0.786 0.051 3.485
C -1.278 -0.497 2.000
O -1.937 -1.581 2.092
N -1.093 0.008 0.987
C -1.414 0.010 -0.228
C -1.973 -1.176 -0.767
C -2.424 -1.183 -1.953
C -1.973 -0.298 -2.973
N -2.227 -0.205 -4.245
C -2.758 -1.601 -4.855
N -3.028 -1.371 -6.292
C -3.956 -1.914 -6.997
H -4.389 -3.091 -6.320
C -5.288 -1.017 -6.942
C -4.957 0.205 -7.816
C -3.758 0.708 -7.091
H -3.298 1.616 -7.735
H -4.058 1.149 -6.126
C -2.468 -0.091 -7.036
H -1.680 0.349 -6.456
H -2.384 -0.614 -7.890
H -5.681 0.678 -7.899
H -4.827 0.044 -8.726
H -6.109 -1.686 -7.488
H -5.692 -0.867 -5.832
H -3.804 -2.159 -7.951
C -3.419 -2.212 -3.820
C -3.022 -2.270 -2.628
C -3.507 -3.309 -1.836
H -2.697 -3.990 -1.195
H -4.318 -3.018 -1.223
H -4.140 -4.089 -2.504
H -3.877 -3.079 -4.635
C -1.136 0.684 -2.556
C -0.862 0.942 -1.062
H -0.311 1.692 -0.841
H -0.794 1.499 -3.265
H -2.484 -2.005 -0.226
H -0.514 1.095 1.171
H -1.228 -0.608 4.114
H -1.377 1.009 3.634
H 3.072 1.073 4.152
H 3.041 3.693 3.933
H 2.802 3.110 2.181
H 4.653 1.914 2.364
H 5.326 3.384 2.652
H 4.895 2.997 5.181
H 6.364 2.039 4.418
C 4.627 0.958 6.571
H 5.517 1.358 6.841
H 4.519 -0.140 6.677
C 3.368 1.674 6.904
H 3.185 2.614 6.709
H 3.393 1.639 8.120
H 2.133 1.350 6.656
H 6.066 -0.573 5.112
H 5.679 0.052 3.411
*
```

Properties
**Lowest unoccupied orbital energy**: -0.09 eV
**E_HOMO**: -6.64 eV
**Gap between HOMO and LUMO**: 6.6 eV
**F_max**: 0.3713 Eh/bohr

These are the Löwdin partial charges, in e, on atoms 1 to 5:
1 C -0.062
2 H 0.100
3 H 0.064
4 H 0.011
5 C -0.034

***

- F_max of number 3 (C26H39N5S4V)?
  0.0052 Eh/bohr